Entry 1:
9
Properties=species:S:1:pos:R:3:forces:R:3:nbo_charge:R:1 method="wB97M-V/def2-TZVPD" total_charge=+1 e_homo_ev=-14.538 e_above_lowest_kcal_mol=131.23 fmax_ha_per_bohr=0.0893 gap_ha=0.35700
C -1.7079 0.7760 2.4076 -0.8 -2.1 -3.1 0.619
C -0.7616 -0.7264 0.8716 -2.0 -1.3 3.9 0.208
N 0.1196 -0.6641 -1.3924 0.8 -0.2 2.9 -0.423
O -0.9600 1.2859 3.0487 1.6 1.2 1.8 -0.283
O -0.6422 -0.2391 -0.2174 0.9 2.7 -2.2 -0.289
H -2.7172 0.7102 2.0159 -0.2 0.0 0.3 0.254
H -0.6310 -1.8222 1.0715 0.8 0.5 -0.4 0.160
H 0.1723 -1.6585 -1.2665 -0.2 -0.8 -1.0 0.369
H -0.4710 -0.2333 -2.0362 -1.0 -0.1 -2.2 0.385



Entry 2:
86
Properties=species:S:1:pos:R:3:forces:R:3:lowdin_charge:R:1 method="wB97M-V/def2-TZVPD" e_homo_ev=-4.761 fmax_ha_per_bohr=0.0619 gap_ha=0.13510
C -2.5891 -3.5025 -0.1286 0.5 0.1 0.2 0.076
C -2.4278 -2.2784 0.4241 0.0 0.0 0.6 -0.101
C -1.7304 -1.1311 -0.3580 -0.3 -3.1 -0.4 -0.338
O -1.2856 -1.7434 -1.5545 0.9 1.0 0.1 0.019
C -2.8937 -0.1676 -0.7323 -0.9 0.5 0.4 -0.251
C -3.7998 -0.7284 -1.8247 -0.3 -0.5 -0.4 -0.591
Cl -5.2512 -1.5561 -1.2650 0.5 0.4 0.2 0.680
C -3.5929 -0.6242 -3.1389 0.4 -0.1 0.1 -0.681
C -2.3807 0.0381 -3.7527 -0.9 0.1 -1.0 -0.068
Cl -4.7449 -1.2953 -4.2668 0.4 0.2 0.3 0.680
O -2.5574 1.1821 -0.9988 0.5 -0.4 0.3 -0.061
C -1.1856 1.5187 -0.8408 0.2 -0.2 0.0 -0.288
C -1.0710 3.0115 -1.1001 -0.1 0.4 -1.1 -0.115
C -1.0430 3.3010 -2.6147 -0.2 1.8 0.7 -0.159
O 0.0244 2.6226 -3.2799 0.1 0.3 0.4 -0.008
C 1.2825 2.9684 -2.8702 1.8 -1.1 -0.1 -0.498
C 1.7487 4.3889 -2.6056 -1.2 0.3 0.5 0.029
O 2.0853 2.0532 -2.7500 -0.8 0.5 -0.1 0.062
C -0.5467 0.9962 0.5046 -1.0 0.7 -1.6 -0.368
C 0.9311 1.4824 0.4926 0.8 0.2 0.9 -0.117
C 1.4467 2.3950 1.6348 0.5 0.4 0.2 -0.393
C 1.6910 1.6587 2.9844 0.2 -0.1 -0.6 -0.091
C 0.7564 3.7788 1.7850 -0.2 -0.3 0.9 -0.066
P -1.5275 1.4115 2.0932 0.5 0.6 1.7 0.731
O -2.5439 0.1354 2.3765 0.0 0.5 -0.8 -0.350
Cl -2.8730 2.9343 1.6824 0.3 -0.7 -0.3 0.378
N -0.5127 -0.5260 0.2974 0.5 1.0 0.2 0.051
C 0.0348 -1.2866 1.4284 1.1 -0.9 0.9 -0.144
O 0.5768 -2.4620 0.8530 -0.7 0.5 0.4 -0.028
C 1.4935 -3.1025 1.6669 0.5 -0.8 -0.3 -0.199
C 1.5204 -3.0395 3.0436 -1.3 1.3 0.3 0.020
C 2.4547 -3.6969 3.8004 0.7 -0.7 1.3 -0.269
C 2.5183 -3.5965 5.3172 0.5 0.6 -0.6 -0.034
C 3.3955 -4.4793 3.1668 0.0 -0.2 -0.6 -0.034
C 3.3467 -4.5731 1.7887 0.7 -0.6 0.3 -0.021
C 2.4273 -3.8966 1.0258 0.3 0.1 -1.4 -0.147
C 2.4874 -4.0975 -0.4861 -0.3 -0.1 -0.1 -0.331
C 2.3713 -2.7999 -1.3255 -1.0 -0.4 0.2 -0.032
C 1.4274 -5.1582 -0.8574 0.3 -0.4 0.2 -0.048
H -3.5807 -3.9389 -0.2584 0.3 -0.7 1.5 0.076
H -1.7155 -4.0892 -0.4273 -0.4 0.6 -1.7 0.065
H -2.8472 -2.1299 1.4204 -1.2 1.0 -0.8 0.110
H -0.5448 -2.3330 -1.3445 -0.2 -0.2 0.0 0.083
H -3.5617 -0.1465 0.1397 0.3 -0.1 -0.1 0.111
H -1.4572 -0.5273 -3.6388 -0.1 0.1 0.4 0.088
H -2.3281 1.0667 -3.4009 0.4 -0.2 0.1 0.064
H -2.5658 0.1018 -4.8309 0.1 0.0 0.2 0.077
H -0.6236 0.9983 -1.6448 0.1 0.2 0.2 0.157
H -0.1778 3.4970 -0.7041 -0.1 -0.4 0.2 0.100
H -1.9209 3.6027 -0.7457 0.1 -0.4 0.2 0.098
H -2.0178 3.1180 -3.0715 0.4 -0.5 -0.3 0.130
H -0.9148 4.3967 -2.6742 0.0 -0.1 -0.2 0.104
H 1.0015 4.9328 -2.0021 0.1 0.3 -0.5 0.068
H 2.6779 4.4099 -2.0352 0.0 -0.5 -0.2 0.087
H 1.9032 4.9569 -3.5264 -0.3 -0.1 0.0 0.105
H 1.1866 1.9884 -0.4421 -0.5 -0.2 0.0 0.103
H 1.6375 0.6337 0.4980 -0.4 -0.1 0.0 0.128
H 2.4696 2.6444 1.3199 -0.2 -0.1 -0.2 0.132
H 0.9266 0.9174 3.2307 0.0 0.2 0.1 0.025
H 1.7746 2.3753 3.8048 -0.1 -0.1 -0.1 0.080
H 2.6533 1.1356 2.8979 -0.2 0.0 0.2 0.081
H 1.3721 4.6037 1.4181 -0.2 -0.2 -0.3 0.091
H 0.6444 3.9687 2.8604 -0.1 0.1 -0.2 0.076
H -0.2494 3.8495 1.3669 0.2 0.1 -0.1 0.024
H -3.4467 0.3419 2.0869 0.0 -0.2 0.0 0.046
H 0.2315 -0.6032 -0.4128 -0.2 -0.1 -0.1 0.179
H -0.6731 -1.4812 2.2383 -0.4 0.0 -0.6 0.136
H 0.8905 -0.7795 1.8944 -0.4 0.6 -0.3 0.130
H 0.7929 -2.4262 3.5770 0.1 -0.1 -0.1 0.127
H 2.2011 -2.5942 5.6209 -0.3 -0.3 0.3 0.080
H 1.9834 -4.3993 5.8277 -0.1 0.2 0.0 0.086
H 3.5778 -3.6670 5.5869 -0.2 -0.1 0.2 0.079
H 4.1694 -5.0219 3.6987 -0.2 0.1 0.1 0.121
H 4.0792 -5.2072 1.2946 -0.1 0.1 -0.1 0.125
H 3.4560 -4.5563 -0.7152 -0.1 0.1 0.2 0.129
H 2.9959 -2.8070 -2.2193 0.2 0.1 0.3 0.089
H 2.5178 -1.9201 -0.6938 0.4 0.0 -0.4 0.077
H 1.3350 -2.7417 -1.6946 0.3 0.1 0.0 0.056
H 0.4008 -4.8017 -0.7111 0.2 0.1 -0.2 0.058
H 1.5685 -5.5587 -1.8674 -0.2 0.3 0.0 0.087
H 1.5433 -6.0190 -0.1856 0.0 0.1 -0.1 0.087
C -2.1260 6.8275 -2.2262 -0.7 -0.2 -0.2 -0.525
O -0.7966 6.9592 -2.1767 0.3 -0.5 0.1 -0.408
H -2.7517 7.4862 -1.5694 0.3 0.1 0.2 0.032
H -2.6150 6.9991 -3.2217 0.2 0.0 -0.2 0.035
H -2.5394 5.8020 -1.9565 0.1 -0.2 0.1 0.014



Entry 3:
75
Properties=species:S:1:pos:R:3:forces:R:3:lowdin_charge:R:1 method="wB97M-V/def2-TZVPD" total_charge=+3 e_homo_ev=-17.713 e_above_lowest_kcal_mol=2.17 fmax_ha_per_bohr=0.0480 gap_ha=0.31027
Be 0.8381 -0.7296 -1.3903 1.7 0.5 0.4 0.932
Pb -3.3586 0.5056 0.3646 1.6 -0.4 0.4 1.699
F -1.0563 0.0656 -0.2375 0.3 -0.3 -0.8 -0.579
C 1.1225 -0.6242 -4.9509 -0.7 0.5 -1.1 -0.058
O 0.8920 0.0116 -3.7009 -0.4 -0.3 1.6 -0.228
C 0.5596 1.3817 -3.8301 0.8 1.0 -0.1 -0.196
C 0.4940 2.1193 -2.4975 -2.2 -0.1 -0.8 -0.206
N 1.4861 1.6894 -1.5181 -2.3 -0.5 -0.7 -0.027
C 1.2122 2.2718 -0.1987 0.9 0.0 -0.2 -0.175
C 2.2981 1.6767 0.6945 -1.6 0.3 0.3 -0.162
O 2.1295 0.2534 0.6126 0.2 0.7 -0.8 -0.232
C 2.6200 -0.4921 1.6932 0.6 -0.4 1.2 -0.088
H 1.0220 -1.7013 -4.8583 0.5 0.0 0.2 0.090
H 2.0331 -0.2455 -5.4189 0.4 -0.5 0.4 0.112
H 0.3573 -0.3172 -5.6722 -0.3 -0.1 0.2 0.105
H -0.3472 1.5391 -4.4176 -0.2 -0.2 0.2 0.142
H 1.3293 1.9406 -4.3740 0.4 -0.6 -0.4 0.140
H -0.5252 2.0802 -2.0915 0.2 -1.2 0.6 0.108
H 0.3486 3.1656 -2.8026 1.5 0.4 0.2 0.141
H 2.4034 1.9954 -1.8277 0.0 -0.2 0.0 0.123
H 0.2381 2.0167 0.2179 -0.1 -0.5 -0.6 0.079
H 1.2193 3.3573 -0.3302 0.4 0.1 0.6 0.143
H 2.0474 1.9960 1.7082 0.7 0.1 0.2 0.134
H 3.2517 2.0534 0.3248 0.4 -0.4 0.6 0.131
H 3.6464 -0.3291 2.0392 0.2 0.6 -0.8 0.114
H 2.5982 -1.5399 1.4015 -0.4 0.0 0.1 0.087
H 2.0487 -0.2813 2.6048 -0.3 -0.3 -0.1 0.095
C 4.1901 0.1668 -1.8292 0.9 0.8 1.8 -0.076
O 3.2152 -0.8505 -1.7726 -0.8 -1.0 -0.3 -0.222
C 3.6295 -2.0296 -2.4804 1.1 0.6 -1.6 -0.192
C 3.0107 -3.2900 -1.9870 0.0 0.8 1.2 -0.146
N 1.5648 -3.0576 -2.0986 -0.5 0.0 -1.1 -0.049
C 0.6571 -3.9868 -1.4611 -0.2 0.4 2.0 -0.164
C 0.8022 -3.8175 0.0519 -1.4 -0.1 0.3 -0.157
O 0.4557 -2.4716 0.3830 0.6 1.5 -1.9 -0.251
C 0.0276 -2.2429 1.6872 -1.1 -0.2 0.9 -0.109
H 3.8338 0.9545 -1.1637 0.1 -0.1 -0.4 0.051
H 4.5333 0.6152 -2.7637 -0.7 -0.5 -0.6 0.119
H 5.1004 -0.1739 -1.3248 0.0 -0.2 -0.1 0.117
H 4.7152 -2.1370 -2.4214 0.0 0.2 0.1 0.144
H 3.3822 -1.8478 -3.5321 0.1 -0.2 -0.1 0.129
H 3.3945 -3.3679 -0.9666 -0.7 -0.3 0.2 0.135
H 3.3351 -4.1843 -2.5194 0.1 0.1 -0.2 0.153
H 1.3863 -3.3057 -3.0721 0.0 1.0 -0.3 0.126
H 0.7134 -5.0450 -1.7262 0.5 0.1 -0.2 0.147
H -0.3295 -3.6278 -1.7617 -0.2 -0.3 0.3 0.131
H 1.7808 -3.9924 0.4981 0.1 -0.5 -0.3 0.134
H 0.0370 -4.4513 0.5075 0.3 -0.3 0.2 0.140
H 0.6817 -2.7065 2.4297 0.0 0.0 -0.1 0.118
H -0.9975 -2.6206 1.7837 0.1 -0.4 0.2 0.097
H -0.0777 -1.1826 1.9037 0.4 0.0 -0.4 0.054
C -3.2632 -1.6018 3.3677 -0.9 0.0 1.2 -0.053
O -2.5725 -0.5281 2.6903 -1.0 -0.6 0.5 -0.346
C -2.0496 0.3759 3.6542 1.5 1.0 -0.5 -0.193
C -1.2346 1.3517 2.8019 0.6 -0.1 1.7 -0.183
N -2.0921 2.1262 1.8882 -0.7 -0.2 -0.2 -0.109
C -3.1682 2.9374 2.5680 0.7 1.3 -0.2 -0.156
C -4.5478 2.3161 2.6602 1.6 0.0 0.5 -0.205
O -4.9845 2.0122 1.3538 -0.3 0.0 -1.0 -0.419
C -5.6636 3.1310 0.7184 -0.8 0.5 0.7 -0.019
H -3.4966 -2.4287 2.7054 0.1 0.2 -0.2 0.103
H -4.1531 -1.2322 3.8902 -0.5 0.2 -0.8 0.106
H -2.7696 -1.9694 4.2731 1.0 -0.1 -0.6 0.111
H -1.3972 -0.1498 4.3563 0.1 -0.1 -0.2 0.150
H -2.7611 0.9035 4.2971 -0.5 -0.3 -0.3 0.133
H -0.4147 0.7947 2.3442 -0.6 -0.1 -1.0 0.094
H -0.6214 2.0247 3.4114 -0.6 0.3 0.5 0.145
H -1.4392 2.7860 1.4793 -0.4 0.1 -0.6 0.118
H -3.3344 3.8557 1.9991 0.5 -0.1 -0.3 0.127
H -2.8051 3.3231 3.5230 -0.1 -0.4 0.2 0.149
H -5.1880 3.0623 3.1293 -0.3 -0.5 0.3 0.158
H -4.3896 1.3941 3.2237 -1.1 -0.1 0.0 0.112
H -5.1770 4.0751 0.9624 0.3 -0.1 -0.1 0.100
H -6.6613 3.1846 1.1550 -0.1 -0.1 -0.1 0.118
H -5.7655 3.0493 -0.3609 0.3 -0.5 0.0 0.107



Entry 4:
21
Properties=species:S:1:pos:R:3:forces:R:3:nbo_charge:R:1 method="wB97M-V/def2-TZVPD" total_charge=+1 e_homo_ev=-12.845 e_above_lowest_kcal_mol=57.85 fmax_ha_per_bohr=0.0818 smiles=CSC[N+](C)(C)C gap_ha=0.37111
C 3.2281 0.9605 -0.1361 -2.1 0.1 2.2 -0.682
S 2.0671 -0.4520 0.1712 -1.1 0.1 -0.6 0.150
C 0.4447 -0.0291 -0.7979 2.2 -3.5 0.6 -0.327
N -0.8179 -0.2066 0.0235 -0.4 -0.3 0.4 -0.249
C -1.3028 -1.6155 -0.3276 -3.7 0.5 1.6 -0.445
C -0.6417 -0.0893 1.5150 1.4 0.2 1.4 -0.439
C -1.7833 0.8177 -0.3819 -2.3 -0.2 0.3 -0.412
H 2.5547 1.7377 -0.5086 0.6 0.4 0.3 0.219
H 3.8685 0.6515 -0.8869 1.5 -0.4 -1.3 0.229
H 3.7255 1.1772 0.8621 -0.7 0.0 -1.5 0.257
H 0.6664 0.8646 -1.3285 -0.7 1.0 -0.2 0.249
H 0.2623 -0.9270 -1.4593 1.1 1.7 -0.1 0.236
H -1.7917 -1.6187 -1.3726 1.1 0.0 1.7 0.256
H -0.6158 -2.4520 -0.1189 0.2 0.9 -0.3 0.262
H -2.1467 -1.7011 0.4777 1.1 -0.4 -1.8 0.234
H -0.0565 0.8879 1.7827 -1.2 -2.0 -0.6 0.257
H -1.5482 -0.2160 2.1983 0.7 0.4 -1.7 0.260
H -0.0183 -0.9757 1.6876 0.1 0.6 0.7 0.236
H -1.2889 1.7234 -0.0999 -0.2 0.9 -0.2 0.229
H -1.9884 0.7321 -1.4395 0.2 0.2 -0.3 0.232
H -2.8170 0.7304 0.1395 2.0 -0.1 -0.6 0.249